1.
Density functional theory data (the ωB97M-V functional and the def2-TZVPD basis) for 7 unconnected molecules or ions with the total composition C27H47B2IN12O7P in a non-equilibrium geometry.

Values from the calculation:
Frontier orbital gap: 5.9 eV
Total energy: -2929.5331 Ha
Net charge: -1
HOMO: -4.05 eV

Element x y z (Å)
C 2.449 -1.505 1.025
C 2.568 -0.954 -0.035
C 2.704 -0.290 -1.338
C 1.343 -0.066 -2.085
O 0.728 0.909 -1.271
C -0.568 1.489 -1.398
C -1.579 0.759 -2.285
N -1.124 0.552 -3.642
B -0.436 3.003 -1.996
N 0.824 3.724 -2.078
O -1.600 3.631 -2.440
C -1.088 1.751 0.097
C -0.485 0.627 0.949
C -0.267 0.634 2.259
B -2.689 1.427 0.204
O -3.182 0.450 1.065
N -3.734 2.200 -0.560
C -4.589 1.179 -1.241
C -4.634 2.922 0.387
N -0.703 3.116 0.508
C 0.509 3.387 1.284
N 1.687 2.651 0.895
C -1.665 4.133 0.718
C -2.251 4.191 2.136
O -2.106 3.383 2.981
I -3.440 5.986 2.543
C 1.836 0.318 -3.536
O 1.393 -0.378 -4.490
O 2.687 1.219 -3.611
P 0.499 -1.755 -2.310
N 1.907 -2.774 -2.451
O -0.059 -2.134 -0.775
H 2.406 -2.118 1.890
H 3.434 -0.767 -1.981
H 3.061 0.726 -1.151
H -2.483 1.358 -2.352
H -1.820 -0.238 -1.880
H -0.369 1.133 -3.957
H -1.011 -0.412 -3.902
H 0.997 4.181 -2.963
H 0.989 4.347 -1.303
H -2.372 3.263 -1.979
H -0.359 -0.336 0.467
H 0.246 -0.199 2.727
H -0.529 1.451 2.920
H -2.984 -0.440 0.751
H -5.355 0.783 -0.572
H -4.001 0.319 -1.560
H -5.032 1.598 -2.146
H -5.672 2.817 0.084
H -4.417 3.993 0.359
H -4.508 2.605 1.427
H 0.718 4.466 1.245
H 0.330 3.190 2.347
H 2.111 2.244 1.719
H 2.347 3.224 0.391
H -1.166 5.110 0.626
H -2.452 4.206 -0.031
H 1.812 -3.540 -1.791
H 1.893 -3.139 -3.396
H -0.793 -2.753 -0.901
C 4.775 -5.321 2.199
C 3.787 -4.819 1.249
N 3.031 -4.432 0.477
H 5.573 -5.823 1.655
H 5.196 -4.496 2.771
H 4.307 -6.032 2.879
C 3.626 3.475 4.764
C 3.400 2.261 3.983
N 3.221 1.310 3.366
H 4.500 4.000 4.382
H 2.756 4.125 4.693
H 3.789 3.216 5.808
C -2.800 -5.317 0.971
C -2.654 -4.435 -0.182
N -2.533 -3.735 -1.084
H -2.004 -5.117 1.685
H -3.762 -5.143 1.448
H -2.741 -6.355 0.650
C 4.445 -8.313 -0.559
C 3.800 -8.756 0.675
N 3.291 -9.087 1.648
H 4.693 -7.255 -0.486
H 5.353 -8.887 -0.729
H 3.768 -8.456 -1.399
C -0.945 -0.349 -7.292
C -2.198 -1.078 -7.475
N -3.179 -1.657 -7.622
H -0.181 -1.011 -6.887
H -0.611 0.045 -8.250
H -1.089 0.473 -6.593
C -1.842 2.478 6.270
C -0.620 3.092 6.784
N 0.342 3.571 7.186
H -1.733 1.396 6.256
H -2.686 2.745 6.904
H -2.030 2.830 5.258

2.
Density functional theory data (the ωB97M-V functional and the def2-TZVPD basis) for 2 unconnected molecules or ions with the total composition C27H47BrClF3N4O8P3S3 in a non-equilibrium geometry.

Values from the calculation:
Frontier orbital gap: 6.9 eV
Total energy: -7429.3661 Ha
Net charge: +1
HOMO: -11.37 eV

Element x y z (Å)
C -0.708 3.930 4.833
C 0.647 3.620 3.903
S 0.175 4.073 2.149
C 1.068 2.944 0.891
N 0.076 1.902 0.414
Cl -1.256 1.649 1.541
C 0.151 1.157 -0.743
N -0.809 0.140 -1.253
C -2.196 0.481 -1.452
P -3.382 -0.823 -0.620
O -4.858 -0.219 -0.818
O -3.103 -1.007 1.091
O -3.354 -2.377 -1.409
C -0.191 -1.082 -1.880
C -0.626 -1.134 -3.423
Br -0.302 -2.811 -4.543
C -0.444 0.268 -4.322
C -1.680 0.222 -5.455
C 1.398 -1.286 -1.377
P 2.262 -2.663 -2.349
O 3.628 -3.241 -1.947
C 1.361 -1.859 0.215
C 2.591 -2.564 0.975
C 2.553 -3.158 2.525
C 1.046 -2.857 3.051
C -0.081 -2.110 2.243
N 0.065 -1.629 0.889
C 2.289 0.131 -1.520
C 3.148 0.515 -0.129
C 4.643 -0.111 -0.035
C 5.095 -0.193 1.573
C 5.536 1.317 2.032
O 6.779 1.809 1.419
P 3.703 0.095 -2.790
S 3.329 0.260 -4.655
N 1.364 1.292 -1.602
C 1.510 2.390 -2.506
C 2.800 3.430 -2.347
C 2.249 4.915 -2.889
F 1.576 5.853 -1.952
C 2.508 5.263 -4.331
F 1.394 5.406 -5.324
F 3.949 5.472 -4.708
H -1.287 4.849 4.349
H -1.450 3.024 4.803
H -0.409 4.248 5.932
H 1.049 2.528 4.047
H 1.446 4.424 4.277
H 1.311 3.646 -0.012
H 1.995 2.525 1.465
H -2.460 1.550 -0.989
H -2.621 0.572 -2.565
H -3.898 -0.532 1.521
H -3.618 -3.113 -0.758
H -0.736 -2.069 -1.472
H -1.830 -1.259 -3.423
H -0.686 1.210 -3.681
H 0.521 0.298 -4.958
H -1.393 -0.403 -6.404
H -1.763 1.353 -5.828
H -2.719 -0.034 -4.985
H 1.325 -3.799 -2.333
H 2.421 -2.298 -3.766
H 3.651 -2.689 0.489
H 3.437 -3.674 3.081
H 0.794 -3.238 4.142
H -1.133 -1.927 2.774
H 3.370 1.686 -0.276
H 2.506 0.502 0.845
H 4.823 -1.164 -0.487
H 5.437 0.630 -0.526
H 6.082 -0.851 1.610
H 4.234 -0.650 2.247
H 4.672 2.088 1.740
H 5.684 1.362 3.210
H 7.228 1.117 0.850
H 4.541 1.264 -2.459
H 4.648 -1.008 -2.655
H 0.573 3.122 -2.349
H 1.462 2.181 -3.683
H 3.118 3.618 -1.238
H 3.693 3.170 -3.074
O -5.953 -3.559 1.152
S -6.336 -2.675 2.234
O -5.357 -1.982 3.042
O -7.374 -3.456 3.214
C -6.961 -4.684 3.799
C -5.944 -4.460 4.905
C -7.472 -1.467 1.598
H -6.570 -5.364 3.035
H -7.851 -5.156 4.226
H -5.013 -4.047 4.509
H -5.704 -5.400 5.410
H -6.327 -3.746 5.641
H -8.240 -1.971 1.010
H -6.908 -0.778 0.965
H -7.914 -0.924 2.435

3.
Density functional theory data (the ωB97M-V functional and the def2-TZVPD basis) for 13 unconnected molecules or ions with the total composition C27H47Cl36N3O3P in a non-equilibrium geometry.

Values from the calculation:
Frontier orbital gap: 6.0 eV
Total energy: -18354.8424 Ha
Net charge: -1
HOMO: -4.55 eV

Element x y z (Å)
C -7.001 0.192 2.286
O -5.728 0.840 1.915
C -5.907 1.848 0.857
C -5.414 3.355 1.342
C -4.016 3.804 0.585
C -2.649 3.402 1.437
C -1.264 3.924 0.662
C -0.584 2.678 -0.180
C 1.071 2.616 -0.032
P 1.619 0.854 0.461
C 2.478 0.376 -1.201
C 2.552 -1.294 -1.192
C 2.816 -1.925 -2.699
C 1.959 -3.358 -2.726
N 0.551 -3.020 -3.201
C 0.187 -3.778 -4.467
N 0.002 -3.029 -5.609
N 0.048 -5.285 -4.378
O 3.166 1.314 1.203
C 3.227 0.260 2.267
C 1.665 -0.044 2.781
O 0.774 0.894 2.023
H -7.753 0.064 1.388
H -7.556 0.827 3.119
H -6.793 -0.895 2.707
H -7.014 1.925 0.470
H -5.217 1.531 -0.046
H -5.309 3.428 2.520
H -6.274 4.094 0.983
H -3.995 3.304 -0.474
H -4.042 4.988 0.534
H -2.646 2.247 1.650
H -2.696 3.934 2.493
H -0.516 4.449 1.410
H -1.652 4.710 -0.141
H -1.087 1.688 0.231
H -0.850 2.708 -1.341
H 1.626 3.073 -0.958
H 1.338 3.320 0.893
H 2.038 -0.482 0.858
H 0.461 0.198 -0.162
H 1.834 0.685 -2.140
H 3.594 0.771 -1.280
H 1.446 -1.634 -0.899
H 3.349 -1.706 -0.431
H 3.955 -2.209 -2.826
H 2.474 -1.177 -3.543
H 2.494 -4.173 -3.400
H 1.828 -3.762 -1.611
H 0.438 -1.972 -3.343
H -0.242 -3.731 -6.345
H -0.432 -5.543 -3.465
H 0.998 -5.718 -4.400
H 3.911 -0.662 2.022
H 3.792 0.833 3.124
H 1.569 0.234 3.927
H 1.311 -1.173 2.796
C -2.063 -4.453 -8.892
Cl -3.336 -4.249 -7.677
Cl -0.552 -4.977 -8.129
Cl -2.568 -5.613 -10.134
H -1.888 -3.487 -9.374
C 3.155 4.490 3.343
Cl 1.386 4.446 3.242
Cl 3.775 6.031 2.727
Cl 3.689 4.227 5.013
H 3.556 3.684 2.723
C -6.317 0.817 -3.132
Cl -7.571 1.338 -4.270
Cl -5.259 2.174 -2.709
Cl -7.049 0.121 -1.676
H -5.712 0.046 -3.616
C 1.376 7.092 5.970
Cl -0.393 7.048 5.868
Cl 1.996 8.633 5.354
Cl 1.910 6.829 7.639
H 1.776 6.286 5.349
C -0.702 -8.160 -12.412
Cl -1.394 -9.725 -12.872
Cl 0.739 -8.388 -11.406
Cl -0.309 -7.206 -13.853
H -1.446 -7.612 -11.829
C -6.279 -1.365 -7.087
Cl -8.048 -1.408 -7.188
Cl -5.659 0.176 -7.703
Cl -5.746 -1.627 -5.418
H -5.879 -2.170 -7.707
C -7.696 -3.787 1.464
Cl -6.261 -3.325 0.532
Cl -9.004 -2.618 1.213
Cl -8.226 -5.419 1.021
H -7.432 -3.787 2.525
C 3.371 10.575 9.121
Cl 3.716 12.131 9.895
Cl 1.623 10.296 9.038
Cl 4.089 10.513 7.502
H 3.817 9.782 9.727
C 0.351 -1.955 6.359
Cl -0.211 -0.292 6.121
Cl -0.367 -3.034 5.150
Cl 2.120 -2.030 6.287
H 0.033 -2.288 7.350
C 6.137 -1.918 6.330
Cl 5.105 -3.097 7.159
Cl 5.193 -0.978 5.162
Cl 6.922 -0.846 7.502
H 6.913 -2.462 5.787
C 5.568 -3.727 0.898
Cl 5.270 -3.980 -0.830
Cl 6.708 -2.393 1.145
Cl 4.047 -3.412 1.752
H 6.010 -4.639 1.309
C 10.708 -1.751 0.767
Cl 10.029 -2.005 -0.849
Cl 9.518 -0.976 1.827
Cl 11.253 -3.287 1.462
H 11.572 -1.088 0.677

4.
Density functional theory data (the ωB97M-V functional and the def2-TZVPD basis) for a molecular structure, C27H47N3O24S2 in a non-equilibrium geometry.

Values from the calculation:
Frontier orbital gap (spin up / spin down): 2.7 / 6.6 eV
2S+1: 2
Total energy: -3823.0416 Ha
<S²>: 0.75
Net charge: -1
HOMO (spin up / spin down): -1.45 / -5.27 eV

Element x y z (Å)
C 15.895 22.775 22.342
N 16.510 24.105 22.625
O 17.066 24.626 21.686
O 16.344 24.574 23.713
H 15.542 22.666 21.316
H 15.216 22.610 23.178
H 16.685 22.026 22.388
C 15.029 15.576 17.775
N 13.820 16.394 17.713
O 13.110 16.366 18.687
O 13.623 17.149 16.754
H 14.872 14.500 17.691
H 15.504 15.839 18.720
H 15.618 15.830 16.893
C 14.724 26.160 20.580
N 14.178 27.536 20.305
O 14.495 28.455 21.089
O 13.461 27.787 19.304
H 14.002 25.423 20.228
H 14.932 26.198 21.649
H 15.693 26.108 20.082
O 16.916 18.194 17.026
C 17.718 17.406 16.612
O 17.875 16.220 17.134
C 18.945 15.475 16.599
C 19.113 15.977 15.162
C 18.747 17.472 15.455
H 18.739 14.408 16.522
H 19.805 15.711 17.227
H 18.523 15.345 14.498
H 20.192 15.911 15.019
H 18.342 17.920 14.547
H 19.551 18.149 15.742
O 10.044 20.235 15.322
C 10.413 21.357 15.128
O 10.496 21.874 13.938
C 11.368 22.950 13.892
C 11.776 23.237 15.338
C 10.920 22.282 16.145
H 10.909 23.801 13.389
H 12.194 22.596 13.276
H 11.525 24.278 15.538
H 12.842 23.014 15.403
H 10.022 22.809 16.468
H 11.376 21.675 16.927
O 11.296 14.650 25.298
C 11.288 15.367 24.296
O 12.421 15.612 23.672
C 12.329 16.311 22.438
C 10.990 16.954 22.514
C 10.211 16.150 23.563
H 12.295 15.542 21.666
H 13.172 16.986 22.292
H 10.533 16.970 21.524
H 11.156 18.013 22.715
H 9.429 15.528 23.129
H 9.652 16.852 24.182
O 16.486 19.791 11.804
C 15.708 19.317 12.590
O 15.840 18.035 12.994
C 14.958 17.680 13.926
C 14.315 18.990 14.463
C 14.617 20.017 13.399
H 15.474 17.115 14.703
H 14.157 17.109 13.457
H 14.763 19.198 15.434
H 13.232 18.900 14.549
H 15.081 20.957 13.698
H 13.796 20.098 12.687
O 19.000 20.341 16.744
C 18.722 21.150 17.608
O 19.545 21.807 18.273
C 18.973 22.671 19.217
C 17.496 22.338 19.183
C 17.323 21.563 17.897
H 19.186 23.722 19.025
H 19.455 22.525 20.183
H 16.963 23.286 19.114
H 17.153 21.758 20.040
H 16.866 22.156 17.105
H 16.692 20.687 18.050
C 11.289 22.145 22.188
C 10.139 21.429 21.576
O 9.112 22.373 21.402
S 9.826 23.626 20.687
O 9.135 24.803 21.126
O 10.140 23.493 19.271
O 11.195 23.444 21.675
H 12.227 21.747 21.801
H 11.252 21.942 23.258
H 9.866 20.550 22.160
H 10.344 21.298 20.513
C 14.157 19.310 19.549
C 12.636 19.456 19.438
O 12.359 20.800 18.970
S 13.791 21.606 18.679
O 13.714 22.888 19.288
O 14.070 21.474 17.215
O 14.716 20.609 19.632
H 14.683 18.798 18.743
H 14.302 18.760 20.479
H 12.040 19.110 20.282
H 12.453 18.833 18.563